C45H58AsFHfN5O4S3 as an isolated structure, computed with the ωB97M-V functional and the def2-TZVPD basis.

Spin multiplicity: 1
HOMO level in eV: -4.1
Calculated total energy in eV: -160627.0557
LUMO in eV: 2.24
Energy above the lowest of the compared OMol25 structures with the same formula, charge and spin in eV: 0.000
Charge: -1

Last column: Löwdin charge in e.
CARTESIAN COORDINATES (ANGSTROEM)
1 Hf -0.08837 0.40468 0.27342  1.6648
2 O 0.62997 2.13110 -3.15660  -0.2830
3 S 1.08795 1.76530 -1.85038  0.3063
4 O 2.44367 2.16368 -1.51857  -0.3365
5 O 0.14491 2.24436 -0.73867  -0.4447
6 O 0.92634 0.25582 -1.60842  -0.4839
7 C -3.87756 3.81177 0.82572  -0.0374
8 C -2.79797 3.30057 -0.13233  -0.3698
9 C -2.12575 4.46904 -0.85369  -0.0574
10 C -3.36110 2.29057 -1.11077  -0.1255
11 C -4.22235 2.75098 -2.09651  -0.0411
12 C -4.77498 1.88653 -3.02510  -0.0773
13 C -4.45297 0.54728 -2.96473  -0.0599
14 C -3.59496 0.02663 -1.99169  -0.1238
15 C -3.42636 -1.49610 -2.07776  -0.2437
16 C -3.05637 -2.28907 -0.82500  -0.0340
17 C -1.09496 -1.64453 -3.29078  -0.1185
18 C -3.05025 0.91461 -1.04713  -0.1667
19 N -2.20611 0.43581 -0.00009  -0.0788
20 C -2.78747 0.43597 1.27379  -0.2092
21 C -2.02754 0.51689 2.41063  -0.2191
22 N -0.62883 0.59868 2.33899  -0.0854
23 C 0.06023 0.94685 3.53102  -0.2169
24 C 0.72391 -0.04503 4.27868  -0.1426
25 C 1.48578 0.35420 5.37636  -0.0518
26 C 1.59466 1.68140 5.75046  -0.0852
27 C 0.91068 2.64323 5.02913  -0.0501
28 C 0.13219 2.29716 3.92969  -0.1492
29 C -0.59902 3.39481 3.18182  -0.3651
30 C 0.38243 4.28569 2.41827  -0.0441
31 C -1.48001 4.21765 4.12327  -0.0543
32 C 0.68481 -1.54510 3.99977  -0.3563
33 C -0.67846 -2.14495 3.65818  -0.0521
34 C 1.73523 -1.97890 2.97395  -0.0686
35 C -2.91206 0.47385 3.59019  -0.0834
36 C -2.76220 0.54331 4.95084  -0.0150
37 C -3.92452 0.49580 5.77212  -0.0784
38 C -5.18978 0.39023 5.25916  -0.0394
39 C -5.37373 0.32553 3.84950  -0.1702
40 C -6.60894 0.22314 3.14986  -0.0384
41 C -6.60854 0.18138 1.78147  -0.0733
42 C -5.41386 0.23741 1.00865  0.0023
43 C -4.21133 0.32495 1.65792  -0.0917
44 C -4.22943 0.36684 3.07536  -0.0988
45 H -3.46224 4.57388 1.48881  0.0674
46 H -4.28909 3.00976 1.43970  0.0735
47 H -4.70195 4.26730 0.26955  0.0785
48 H -2.03480 2.79780 0.45840  0.0865
49 H -2.85597 5.07087 -1.40124  0.0711
50 H -1.37033 4.11746 -1.55519  0.0735
51 H -1.64028 5.12541 -0.12852  0.0695
52 H -4.46730 3.80583 -2.13466  0.1058
53 H -5.45189 2.25393 -3.78657  0.0974
54 H -4.89725 -0.13871 -3.67924  0.1138
55 H -4.44120 -1.83479 -2.32058  0.1342
56 H -2.06495 -2.07930 -0.44357  0.0398
57 H -3.11837 -3.35429 -1.05974  0.0832
58 H -3.77098 -2.08039 -0.02786  0.0777
59 H 0.18893 -1.95704 -1.64658  0.0679
60 H -0.90306 -0.59805 -3.04867  0.1115
61 H -0.70194 -1.80535 -4.30145  0.1312
62 H 2.00019 -0.40746 5.95271  0.1082
63 H 2.19941 1.96120 6.60432  0.0961
64 H 0.97977 3.68449 5.32260  0.1055
65 H -1.25496 2.92279 2.45385  0.1025
66 H 1.14203 4.69884 3.08778  0.0774
67 H -0.14299 5.11971 1.94911  0.0718
68 H 0.88969 3.73168 1.62518  0.0680
69 H -0.88761 4.72897 4.88638  0.0695
70 H -2.21098 3.58350 4.62795  0.0782
71 H -2.02122 4.98110 3.56194  0.0689
72 H 0.98581 -1.99261 4.95382  0.1191
73 H -0.99188 -1.90185 2.64520  0.0598
74 H -1.45156 -1.80989 4.34977  0.0720
75 H -0.61204 -3.23365 3.73060  0.0814
76 H 1.44903 -1.69174 1.96320  0.0278
77 H 1.82644 -3.06756 2.97002  0.0827
78 H 2.71791 -1.55975 3.20369  0.0793
79 H -1.79049 0.63406 5.41889  0.1053
80 H -3.79245 0.54791 6.84645  0.0950
81 H -6.04842 0.35773 5.91992  0.1018
82 H -7.54198 0.18190 3.69996  0.1020
83 H -7.55288 0.10855 1.25531  0.0965
84 H -5.48579 0.22316 -0.07121  0.1065
85 F 0.04817 -1.56121 0.30171  -0.4216
86 N 2.05352 0.98168 1.17097  0.0402
87 H 2.68270 0.18261 1.06508  -0.0287
88 H 2.11467 1.33149 2.12180  0.0591
89 H 2.44041 1.67268 0.52154  0.0332
90 C 2.73958 -1.32796 -3.60777  -0.2436
91 As 4.28352 -1.11206 -2.46968  0.6152
92 C 5.56738 -2.33570 -3.23883  -0.2829
93 C 4.98313 0.62358 -2.93590  -0.2461
94 S 4.01228 -1.53961 -0.45090  0.0531
95 H 3.09261 -1.46632 -4.63084  0.0375
96 H 2.10265 -0.45101 -3.54090  0.0148
97 H 2.18001 -2.20116 -3.27637  0.0263
98 H 5.75997 -2.09171 -4.28281  0.0285
99 H 5.16152 -3.34203 -3.15421  0.0308
100 H 6.48455 -2.27259 -2.65670  0.0278
101 H 5.40398 0.53998 -3.93891  0.0317
102 H 5.76032 0.89816 -2.22523  0.0365
103 H 4.18757 1.36161 -2.89721  0.0111
104 N -1.99714 -6.49042 -4.76632  0.0681
105 C -2.92758 -5.58858 -4.41385  -0.8400
106 S -4.52121 -5.82681 -4.79661  0.5909
107 C -2.37706 -4.41034 -3.67485  -0.2604
108 C -1.19880 -4.67410 -2.85111  -0.0882
109 C -0.38877 -3.77785 -2.23558  -0.1391
110 N -0.34264 -2.44123 -2.35202  0.0083
111 C -2.61167 -1.88254 -3.34953  -0.2405
112 C -2.99416 -3.23341 -3.87043  -0.0347
113 H -2.28548 -7.29735 -5.29098  0.0860
114 H -1.02105 -6.30204 -4.60851  0.0915
115 H -1.02931 -5.70413 -2.56423  0.0880
116 H 0.33251 -4.16101 -1.52128  0.1264
117 H -2.94984 -1.17612 -4.11708  0.1290
118 H -3.86280 -3.25903 -4.51936  0.0813